No. 1
6 unconnected molecules or ions with the total composition CH14O6 at a distorted geometry, computed with ωB97M-V/def2-TZVPD.

Structure (XYZ):
```
21
Properties=species:S:1:pos:R:3
O -1.3610 -0.8657 -2.4256
C -2.2039 0.2203 0.4197
O -1.5471 -0.9806 0.2831
H -1.2606 -1.1859 -0.5833
O 0.7407 1.5451 -0.1595
O 2.4960 -0.0918 -2.1164
H -0.2731 -0.8530 1.5078
H 3.1800 0.0511 -1.4000
H 0.4719 -1.8917 2.2773
H -0.7713 -0.9954 -3.0836
H -0.1406 1.9699 0.1045
H 1.5742 0.1696 -1.6070
H -2.2057 -1.0316 -2.9344
H 2.9361 0.2142 2.1087
O 2.3182 0.8741 1.8189
O 0.4095 -0.9482 2.1235
H 1.6000 0.3474 1.8846
H -3.1866 0.1449 -0.0887
H -2.3858 0.1276 1.5402
H 1.4259 2.0162 0.2384
H -1.8171 1.1635 0.0920
```

Calculated values
HOMO level	-10.6	eV
electronic energy	-13547.7453	eV
SMILES	CO.O.O.O.O.O
charge	0
E_LUMO	0.31	eV
energy above the lowest of the compared OMol25 structures with the same formula, charge and spin	184.9	kJ/mol

=====

No. 2
6 unconnected molecules or ions with the total composition CH15NO5 at a distorted geometry, computed with ωB97M-V/def2-TZVPD.

Structure (XYZ):
```
22
Properties=species:S:1:pos:R:3
H 1.4527 -0.7213 0.7753
H -0.5245 0.9958 3.7526
H 2.1744 -0.8614 -1.2832
N 0.5319 2.1886 -0.0407
H 1.3061 1.1176 -1.6254
H -0.8605 0.9543 -0.8766
H -1.4235 2.7608 -1.0978
H 1.9785 -0.7583 2.1938
H 0.2277 0.6324 2.4281
H -5.2947 -3.8763 -0.6397
O 2.0328 -1.6095 -0.6379
H 0.4140 3.1246 0.2874
H 2.7204 -2.2574 -0.8459
H -1.5689 1.6825 0.5213
H -4.1005 -2.9603 -1.0807
O 1.4025 -0.2965 1.6068
C -0.8936 1.9144 -0.4196
O -4.7638 -3.6337 -1.4696
O 2.0601 0.6871 -2.0765
H 2.6820 1.3429 -2.3404
H 0.8537 1.5914 0.7671
O -0.5316 1.1560 2.8105
```

Calculated values
HOMO level	-9.5	eV
electronic energy	-13007.4871	eV
SMILES	CN.O.O.O.O.O
charge	0
E_LUMO	0.60	eV
energy above the lowest of the compared OMol25 structures with the same formula, charge and spin	133.5	kJ/mol

=====

No. 3
7 unconnected molecules or ions with the total composition CH15NO5 at a distorted geometry, computed with ωB97M-V/def2-TZVPD.

Structure (XYZ):
```
22
Properties=species:S:1:pos:R:3
H 0.7464 1.0180 -0.2507
H 2.4486 -0.7823 -1.6353
O -1.0117 0.9182 2.7339
O 0.4560 -2.3272 -0.8413
H -1.8607 0.4860 0.4244
O 0.3203 -1.4759 1.7720
H 0.9863 -1.1332 -1.3487
H -0.9257 -0.5126 -0.7742
H 0.7598 -0.6681 2.0616
H -1.7059 1.3476 3.2505
C -1.2335 0.4871 -0.4789
H 2.1828 1.5083 2.8124
H -1.4346 -0.3811 -4.6508
N -0.1937 1.4179 -0.0746
H -0.3929 1.5069 0.9321
H -1.5150 0.1464 -5.1740
H 0.5579 -1.6881 0.8531
O 1.5058 1.2146 2.1970
H 0.5896 1.2534 2.5304
O 1.6022 -0.3104 -1.5888
H -1.9354 0.8863 -1.2565
H 0.0535 -2.9118 -1.4935
```

Calculated values
HOMO level	-9.8	eV
electronic energy	-12998.3490	eV
charge	0
E_LUMO	-6.01	eV
energy above the lowest of the compared OMol25 structures with the same formula, charge and spin	1015.2	kJ/mol

=====

No. 4
6 unconnected molecules or ions with the total composition CH15NO5 at a distorted geometry, computed with ωB97M-V/def2-TZVPD.

Structure (XYZ):
```
22
Properties=species:S:1:pos:R:3
H -0.4068 -1.3003 3.4366
H -0.1076 0.5177 -2.1329
O -3.3811 -1.5095 0.5778
H -1.0716 5.2749 0.0225
C 2.2920 -1.5188 -2.0882
O 0.2201 0.8426 -1.2791
H 1.7468 -1.8565 -2.9850
H -1.2023 3.7886 -0.2465
H 2.8831 -0.6817 -2.2898
H 1.0911 -2.1983 -0.4977
O -0.3794 -1.5901 2.5279
H -3.2660 -2.4122 0.2534
N 1.6977 -1.4150 -0.7089
O -0.5700 1.4576 1.7946
O -1.7914 4.5639 -0.1170
H 0.6820 0.1446 -0.9057
H -0.1678 1.6250 0.8928
H 2.3679 -1.1467 0.0327
H -2.9089 -1.6333 1.5053
H -0.4645 2.2338 2.2387
H -0.2480 -0.8449 2.0269
H 2.9845 -2.3413 -2.0584
```

Calculated values
HOMO level	-9.7	eV
electronic energy	-13006.8925	eV
SMILES	CN.O.O.O.O.O
charge	0
E_LUMO	0.52	eV
energy above the lowest of the compared OMol25 structures with the same formula, charge and spin	190.9	kJ/mol

=====

Question: Among the records above, which one has the lowest HOMO level?
Answer: CH14O6